Formula: C19H30N2O4S
Source: the OMol25 dataset
Level of theory: ωB97M-V/def2-TZVPD

Summary:
energy relative to the best compared isomer or geometry (same formula, charge and spin): 20.1558 eV
E: -42175.9845 eV
gap between HOMO and LUMO: 9.00 eV

ORCA input file:
```
! RIJCOSX wB97M-V def2-TZVPD def2/J DEFGRID3
* xyz 0 1
C 0.445 3.875 2.395
C -0.378 3.063 1.446
C -1.517 2.592 1.973
C -2.486 1.726 1.191
C -2.232 1.402 -0.276
C -1.186 2.054 -0.641
C -0.367 2.768 0.261
H 0.576 3.373 -0.468
H -1.008 2.017 -1.841
S -3.257 0.456 -1.118
O -3.125 0.982 -2.478
O -4.741 0.642 -0.710
N -2.671 -1.206 -0.921
C -2.899 -1.421 0.572
C -2.621 -3.017 0.486
H -3.347 -3.580 0.073
H -2.726 -3.505 1.690
C -1.188 -3.290 0.286
C -0.144 -2.553 1.240
O -0.578 -2.722 2.596
N 0.869 -2.111 0.817
H 0.953 -1.778 0.094
C 1.771 -1.296 1.891
C 1.728 0.149 1.747
C 2.480 0.632 0.018
O 1.784 -0.005 -0.825
C 2.245 -0.088 -2.129
C 2.544 1.706 -2.565
H 1.558 2.125 -2.213
H 3.401 1.907 -1.929
H 2.726 1.696 -3.649
C 3.442 -0.802 -2.469
H 4.376 -0.314 -1.828
H 3.663 -0.973 -3.428
H 3.270 -1.846 -1.953
H 1.458 -0.090 -2.708
H 2.606 1.560 0.021
H 3.486 0.040 0.507
H 0.748 0.516 1.564
H 2.204 0.724 2.482
H 2.874 -1.888 1.914
H 1.254 -1.543 3.076
C -1.054 -2.727 -1.179
C -1.387 -1.349 -1.251
H -1.426 -0.790 -2.381
H -0.478 -0.667 -0.700
H 0.149 -2.931 -1.522
H -1.483 -3.389 -1.839
H -0.927 -4.223 0.097
H -4.098 -1.246 0.815
H -2.260 -0.926 1.213
H -3.419 1.372 1.572
H -1.699 2.703 2.951
H 1.380 4.032 1.881
H 0.758 3.260 3.335
H -0.044 4.904 2.816
*
```

***

Formula: C19H30NO2
Source: the OMol25 dataset
Level of theory: ωB97M-V/def2-TZVPD

Summary:
energy relative to the best compared isomer or geometry (same formula, charge and spin): 17.9788 eV
E: -25751.7402 eV
gap between HOMO and LUMO: 8.92 eV

ORCA input file:
```
! RIJCOSX wB97M-V def2-TZVPD def2/J DEFGRID3
* xyz 1 1
C 1.909 -0.171 -5.193
C 1.621 1.000 -5.414
C 1.505 2.046 -4.368
C 1.436 1.618 -3.090
C 2.442 1.604 -2.429
C 2.573 1.294 -1.095
C 1.420 0.866 -0.578
C 0.307 0.478 -1.352
C 0.361 1.011 -2.656
H -0.605 1.052 -3.204
O -0.615 -0.018 -0.675
C -1.898 -0.121 -1.554
H -2.946 -0.548 -0.930
H -2.277 0.989 -1.658
H -1.919 -0.718 -2.441
O 1.413 0.334 0.770
C 2.180 -0.710 1.167
C 1.670 -2.089 1.260
H 2.529 -3.025 1.473
H 1.222 -2.303 0.394
C 0.757 -2.449 2.418
C -0.534 -1.839 2.256
N -0.745 -0.506 2.080
H 0.055 0.119 2.461
C -1.997 -0.151 2.507
C -3.403 -0.672 2.210
H -3.353 -1.371 1.343
H -3.976 -0.030 1.775
C -3.930 -1.047 3.401
H -5.074 -1.231 3.432
H -3.443 -2.233 3.728
C -3.567 -0.234 4.390
H -4.155 0.745 4.436
H -3.697 -0.474 5.414
C -2.148 0.251 4.006
H -1.653 1.167 4.539
H -1.454 -0.673 4.453
H -2.044 1.365 2.184
H -0.709 -0.331 1.000
H -1.097 -2.175 3.135
H -1.178 -2.372 1.501
H 0.920 -3.207 2.754
H 1.173 -1.770 3.259
H 2.641 -0.421 2.068
H 3.240 -0.903 0.379
H 3.363 1.238 -0.313
H 3.418 2.172 -2.679
H 2.131 2.916 -4.598
H 0.616 2.514 -4.734
H 1.791 1.425 -6.632
H 2.075 -1.029 -6.023
H 1.991 -0.676 -4.235
*
```

***

Formula: C19H30NO4SiV
Source: the OMol25 dataset
Level of theory: ωB97M-V/def2-TZVPD

Summary:
E: -63429.8798 eV
gap between HOMO and LUMO (alpha / beta): 7.92 / 7.21 eV

ORCA input file:
```
! RIJCOSX wB97M-V def2-TZVPD def2/J DEFGRID3
* xyz 1 2
V 1.251 -0.635 1.317
O -0.646 -3.952 2.265
C 0.136 -3.189 1.833
O 0.111 -1.798 2.020
C 1.354 -3.485 0.994
C 1.889 -4.708 0.668
C 3.094 -4.716 -0.031
C 3.747 -3.531 -0.357
C 3.141 -2.351 0.004
N 1.969 -2.363 0.631
C 3.668 -0.944 -0.132
O 4.659 -0.592 -0.655
O 2.744 -0.109 0.512
H 1.388 -5.619 0.968
H 3.543 -5.663 -0.302
H 4.704 -3.517 -0.861
C -2.474 -0.124 2.062
C -1.924 1.106 1.317
C -3.106 1.736 0.540
C -1.491 2.093 2.411
Si -0.530 0.802 0.053
C -1.024 -0.238 -1.453
C -1.725 0.624 -2.524
C -1.984 -1.373 -1.067
C 0.195 -0.915 -2.104
C 0.486 2.368 -0.320
C -0.448 3.515 -0.764
C 1.276 2.876 0.903
C 1.504 2.153 -1.452
H -3.373 0.195 2.601
H -1.782 -0.510 2.806
H -2.762 -0.947 1.416
H -3.873 2.022 1.270
H -3.574 1.034 -0.148
H -2.847 2.632 -0.021
H -2.297 2.169 3.149
H -1.305 3.097 2.035
H -0.600 1.774 2.959
H -2.614 1.131 -2.147
H -2.049 -0.028 -3.342
H -1.072 1.378 -2.958
H -2.950 -1.015 -0.722
H -1.581 -2.033 -0.294
H -2.167 -1.990 -1.954
H 0.930 -0.216 -2.490
H -0.147 -1.528 -2.946
H 0.704 -1.596 -1.420
H -1.111 3.851 0.031
H -1.058 3.266 -1.634
H 0.175 4.373 -1.043
H 0.635 3.246 1.698
H 1.910 3.711 0.585
H 1.965 2.143 1.329
H 1.031 1.949 -2.410
H 2.224 1.362 -1.249
H 2.078 3.078 -1.573
*
```